C44H38CoN4O5S3 | wB97M-V/def2-TZVPD

- Net charge: 0
- LUMO (spin up / spin down): -0.758 / -0.381 eV
- Energy above the lowest of the compared OMol25 structures with the same formula, charge and spin: 263.08 kJ/mol
- Spin multiplicity: 4

Geometry (Å):
Co: 1.70351 -0.93726 0.98222
O: 4.47185 0.82588 3.29046
C: 3.68472 -0.00462 2.88409
O: 3.20367 0.01054 1.67014
C: 3.27837 -1.19864 3.73033
C: 3.48366 -2.46198 2.88200
C: 3.46525 -3.72912 3.72538
C: 1.96823 -3.82682 4.10679
C: 1.38301 -2.61913 3.38154
O: 2.21045 -2.54995 2.18162
C: 1.75002 -1.31263 4.08781
C: 0.86348 -0.15383 3.61975
O: 0.53291 0.71227 4.41057
O: 0.46964 -0.22000 2.39149
H: 3.89617 -1.19750 4.62641
H: 4.28638 -2.38698 2.15400
H: 4.12797 -3.64727 4.58576
H: 3.77452 -4.58683 3.13028
H: 1.79670 -3.75667 5.18009
H: 1.52465 -4.75326 3.74700
H: 0.34483 -2.71336 3.08196
H: 1.62190 -1.38656 5.16700
N: 1.49757 0.33935 -0.40332
S: 0.89282 1.66828 -0.44002
N: -0.69231 1.81121 -0.73763
S: -1.60717 0.62351 -1.12415
N: -1.06562 -0.64144 -1.73270
S: -0.28422 -2.03431 -1.11768
N: 0.65444 -2.05553 0.08103
C: -1.90180 -2.66919 -0.34192
C: -2.82625 -3.24584 -1.19623
C: -3.98252 -3.80458 -0.66763
C: -4.19024 -3.78802 0.70630
C: -3.24836 -3.21003 1.54699
C: -2.08279 -2.65595 1.02822
C: 1.05460 -1.92600 -2.54707
C: 0.90289 -1.20098 -3.71493
C: 1.90067 -1.27025 -4.68297
C: 3.01529 -2.07231 -4.49056
C: 3.13691 -2.81619 -3.32253
C: 2.14887 -2.75441 -2.35094
C: -2.64178 1.29736 -2.39595
C: -3.11283 0.45891 -3.39288
C: -3.93792 0.99042 -4.37461
C: -4.27938 2.33416 -4.34387
C: -3.80012 3.15884 -3.33377
C: -2.97531 2.64381 -2.34737
C: -2.74230 0.42144 0.23254
C: -4.03480 -0.03165 -0.01150
C: -4.88978 -0.20783 1.06227
C: -4.44963 0.05240 2.35537
C: -3.15082 0.47954 2.58365
C: -2.28584 0.67322 1.51651
C: 1.07831 2.76971 0.93423
C: 0.02334 3.50216 1.46507
C: 0.26807 4.31321 2.56170
C: 1.54081 4.38059 3.11191
C: 2.58602 3.65574 2.55958
C: 2.36352 2.85116 1.45354
C: 1.57539 2.60033 -1.79465
C: 2.27629 1.88818 -2.75346
C: 2.77956 2.57221 -3.85139
C: 2.58814 3.94080 -3.97069
C: 1.88797 4.63881 -2.99418
C: 1.37411 3.96913 -1.89527
H: -2.64516 -3.26340 -2.26543
H: -4.71264 -4.26231 -1.32285
H: -5.08662 -4.22965 1.12193
H: -3.41993 -3.18599 2.61602
H: -1.34499 -2.18341 1.66226
H: 0.04524 -0.55666 -3.85849
H: 1.80287 -0.68551 -5.58946
H: 3.78585 -2.12199 -5.24868
H: 4.00437 -3.44409 -3.16626
H: 2.24072 -3.31817 -1.43208
H: -2.82059 -0.58129 -3.39997
H: -4.30690 0.35292 -5.16638
H: -4.92037 2.74361 -5.11304
H: -4.06305 4.20762 -3.31758
H: -2.57985 3.27286 -1.56358
H: -4.37149 -0.24135 -1.01799
H: -5.89937 -0.55591 0.89005
H: -5.12477 -0.08878 3.18944
H: -2.79062 0.65941 3.58869
H: -1.26593 0.95594 1.70894
H: -0.96804 3.42260 1.04288
H: -0.54467 4.87820 2.99871
H: 1.71501 4.99257 3.98680
H: 3.57376 3.68068 2.99798
H: 3.16422 2.25864 1.04045
H: 2.41870 0.82238 -2.62541
H: 3.33136 2.03242 -4.60953
H: 2.99412 4.46951 -4.82239
H: 1.74867 5.70772 -3.08366
H: 0.83441 4.50519 -1.12711

---

C44H38N10RhS2Se | wB97M-V/def2-TZVPD

- Net charge: +3
- LUMO (spin up / spin down): -9.203 / -9.202 eV

Geometry (Å):
Rh: -0.41248 0.11333 -0.06093
C: 3.43567 -0.15427 -2.19135
C: 2.39590 -0.48506 -1.32210
N: 1.50651 0.43288 -0.96378
C: 1.63997 1.69248 -1.45378
C: 2.64400 1.96297 -2.36673
N: 3.53682 1.04764 -2.73129
C: 0.70998 2.69068 -0.88394
C: 0.78301 4.06143 -1.02610
C: -0.05432 4.88993 -0.26369
C: -0.87097 4.26435 0.69047
C: -0.92821 2.88701 0.75132
N: -0.19496 2.13705 -0.07283
C: -1.69631 2.07970 1.71915
C: -2.66398 2.58647 2.57091
N: -3.25614 1.83885 3.49577
C: -2.90351 0.56670 3.56521
C: -2.00246 0.00418 2.66351
N: -1.40024 0.75501 1.74869
C: -0.06854 6.35977 -0.44863
C: 0.84550 6.99841 -1.28418
C: 0.73444 8.36579 -1.48552
N: -0.19978 9.11694 -0.91344
C: -1.05366 8.51594 -0.09300
C: -1.03380 7.15396 0.16700
H: 4.18940 -0.88686 -2.45189
H: 2.27237 -1.48360 -0.92487
H: 2.73206 2.94060 -2.82448
H: 1.50427 4.48510 -1.70746
H: -1.42875 4.85071 1.40410
H: -2.98509 3.61810 2.49799
H: -3.35214 -0.03629 4.34490
H: -1.78347 -1.05353 2.67090
H: 1.65424 6.47456 -1.77267
H: 1.43071 8.87956 -2.13727
H: -1.79293 9.15122 0.37977
H: -1.78056 6.74987 0.83498
S: -0.62533 -0.15090 -2.49715
C: -2.21140 -0.32662 -3.07746
N: -2.48937 -0.78852 -4.25995
C: -3.89844 -1.04445 -4.62034
C: -4.76390 0.03149 -4.03090
N: -4.53108 0.12313 -2.57967
C: -5.73008 0.28772 -1.72433
C: -6.54984 -0.97624 -1.75832
C: -7.83767 -0.95737 -2.27767
C: -8.59439 -2.12256 -2.30327
C: -8.05952 -3.30584 -1.81996
C: -6.76463 -3.33096 -1.31289
C: -6.01078 -2.16999 -1.28191
C: -3.31376 0.03614 -2.13189
S: -2.85994 0.32280 -0.53609
C: -1.41662 -1.33908 -5.15325
C: -1.80480 -1.32694 -6.60112
C: -2.12325 -2.51320 -7.25138
C: -2.45505 -2.49832 -8.59981
C: -2.46675 -1.29943 -9.29656
C: -2.14129 -0.11153 -8.65127
C: -1.81007 -0.12492 -7.30665
H: -4.17961 -2.03619 -4.25610
H: -3.98340 -1.03758 -5.70425
H: -5.81508 -0.19252 -4.19697
H: -4.53589 1.00265 -4.47737
H: -6.29921 1.13106 -2.11667
H: -5.40126 0.53783 -0.71808
H: -8.26169 -0.03152 -2.64941
H: -9.60148 -2.10196 -2.69650
H: -8.65334 -4.20959 -1.82895
H: -6.35103 -4.25720 -0.93705
H: -5.00297 -2.18918 -0.87733
H: -1.19794 -2.35195 -4.80543
H: -0.52790 -0.73052 -4.99456
H: -2.10257 -3.45303 -6.71142
H: -2.69328 -3.42300 -9.10719
H: -2.72731 -1.28813 -10.34613
H: -2.12818 0.81842 -9.20309
H: -1.53880 0.80008 -6.80813
C: -1.72205 -4.64599 2.13483
N: -0.72975 -3.67625 2.58366
C: -0.11168 -2.75247 1.84260
Se: -0.45295 -2.37444 0.02256
N: 0.75659 -2.09593 2.62899
C: 0.70014 -2.59813 3.92932
C: 1.37736 -2.26038 5.09413
C: 1.02890 -2.96726 6.22801
C: 0.04732 -3.97149 6.20254
C: -0.61012 -4.31686 5.03856
C: -0.25302 -3.60664 3.89837
H: -1.90276 -4.50832 1.07368
H: -2.64859 -4.50337 2.68859
H: -1.34585 -5.65157 2.31223
H: 1.38625 -1.38586 2.29284
H: 2.14447 -1.49863 5.11300
H: 1.53050 -2.74975 7.16055
H: -0.20040 -4.48566 7.12058
H: -1.35434 -5.10079 5.02159